1.
{"formula": "C3H10N2O", "method": "the ωB97M-V functional and the def2-TZVPD basis", "homo_lumo_gap_ev": 7.76, "de_lowest_ev": 6.8912, "homo_energy_ha": -0.2598, "lumo_energy_ev": 0.688, "elements": ["C", "N", "O", "H", "H", "H", "H", "H", "N", "C", "C", "H", "H", "H", "H", "H"], "coordinates": [[0.95884, 1.27030, -0.71570], [-1.81165, 0.36770, -1.75571], [-0.79586, 0.28113, -0.80083], [-1.97663, -0.54322, -2.17540], [-2.66576, 0.71857, -1.33048], [0.73046, 1.50027, -1.74743], [1.84882, 0.66793, -0.59014], [0.85135, 2.12850, -0.06280], [1.55550, -1.24664, 0.88604], [0.56605, -0.31182, 1.24614], [-0.78685, -0.46207, 0.99433], [1.21902, -1.99127, 0.29127], [2.10163, -1.60129, 1.65858], [0.89950, 0.41778, 1.97065], [-1.48528, 0.20213, 1.48373], [-1.20915, -1.39801, 0.64776]], "forces_ev_per_a": [[-1.2, 0.0, -0.8], [0.4, 0.3, -0.4], [0.4, 0.3, 0.2], [0.1, 0.1, 0.1], [0.2, 0.0, 0.1], [0.1, 0.1, 0.0], [-0.2, -0.2, 0.2], [-0.1, -0.2, 0.1], [0.3, 0.0, -0.3], [-1.4, -0.5, 0.3], [1.2, -0.2, 0.8], [0.0, 0.0, 0.1], [-0.1, 0.0, -0.1], [0.0, 0.2, -0.2], [0.1, 0.2, -0.1], [0.1, 0.0, -0.1]]}

---

2.
{"formula": "C3H10N2O", "method": "the ωB97M-V functional and the def2-TZVPD basis", "homo_lumo_gap_ev": 9.95, "de_lowest_ev": 2.8285, "homo_energy_ha": -0.3408, "lumo_energy_ev": 0.677, "smiles": "[H]/N=C\\N.CCO", "elements": ["C", "O", "C", "H", "H", "H", "H", "H", "N", "C", "N", "H", "H", "H", "H", "H"], "coordinates": [[0.77180, -4.45252, -0.08703], [1.14857, -3.24476, -0.80862], [-0.43658, -4.23074, 0.78339], [0.47560, -5.14238, -0.85623], [1.71334, -4.86039, 0.29090], [-0.71572, -4.98909, 1.58279], [-0.17161, -3.40558, 1.42743], [-1.16261, -3.87031, 0.06216], [-0.42666, 4.49437, 0.07045], [-0.16647, 5.37143, -0.94497], [-0.22581, 6.63058, -0.73870], [-0.61524, 5.05383, 0.88979], [-0.49173, 3.48881, 0.02269], [-0.01459, 4.80170, -1.88146], [0.89059, -2.41680, -0.00881], [-0.57288, 6.77185, 0.19621]], "forces_ev_per_a": [[1.0, -0.3, -1.2], [-1.9, 3.4, 4.4], [0.8, 0.1, 1.3], [-0.1, -0.4, -0.6], [-0.4, 0.0, 0.9], [0.0, 0.3, -1.8], [-0.1, 0.8, 0.3], [-0.8, -0.4, 0.5], [0.0, 0.4, 0.4], [-0.6, -0.8, 0.2], [0.3, -0.5, -1.8], [-0.2, -1.2, 0.6], [0.0, 0.4, 0.0], [0.4, 1.2, 0.1], [1.4, -3.6, -3.9], [0.1, 0.4, 0.6]]}

---

3.
{"formula": "C3H10N2O", "method": "the ωB97M-V functional and the def2-TZVPD basis", "homo_lumo_gap_ev": 9.75, "de_lowest_ev": 2.9092, "homo_energy_ha": -0.3323, "lumo_energy_ev": 0.706, "smiles": "C=CO.NCN", "elements": ["C", "C", "O", "H", "H", "H", "H", "N", "C", "N", "H", "H", "H", "H", "H", "H"], "coordinates": [[4.76045, 3.24732, -0.68293], [3.67833, 3.17412, -1.47449], [2.36554, 3.34676, -1.01950], [5.45794, 2.43825, -0.83776], [4.97953, 3.92298, 0.13460], [3.72343, 2.56977, -2.38170], [2.49671, 3.12940, -0.09406], [-3.89901, -3.41349, 0.36217], [-2.76107, -2.65636, 0.98597], [-2.56732, -1.44310, 0.18014], [-4.29333, -4.01239, 1.07437], [-4.49716, -2.69840, -0.02880], [-1.89521, -3.32952, 0.99742], [-2.94123, -2.39954, 2.04172], [-1.59497, -1.19214, 0.06404], [-3.01263, -0.68365, 0.67879]], "forces_ev_per_a": [[-0.1, -0.1, -0.5], [-0.4, -1.7, 1.2], [1.1, 0.8, -0.7], [0.9, 0.6, -0.7], [-0.7, -0.3, 0.3], [-0.2, 0.2, 0.1], [-0.6, 0.3, 0.3], [1.7, 0.6, 0.6], [-0.5, -0.5, -0.6], [0.0, -0.3, 0.6], [-0.7, 0.2, -0.2], [-0.6, -0.4, 0.2], [0.1, 0.4, -0.3], [-0.2, 0.0, -0.1], [0.0, -0.1, 0.0], [0.1, 0.2, -0.2]]}

---

4.
{"formula": "C3H10N2O", "method": "the ωB97M-V functional and the def2-TZVPD basis", "homo_lumo_gap_ev": 10.04, "de_lowest_ev": 0.6054, "homo_energy_ha": -0.3424, "lumo_energy_ev": 0.718, "smiles": "CNC=O.CN", "elements": ["C", "N", "C", "O", "H", "H", "H", "H", "H", "C", "N", "H", "H", "H", "H", "H"], "coordinates": [[0.30229, -1.48155, 0.22246], [0.20092, -0.30236, 0.86250], [0.02297, -0.20325, 2.29338], [0.27958, -2.57313, 0.75219], [0.42336, -1.35238, -0.86724], [0.11009, 0.54644, 0.31550], [-1.02702, -0.23612, 2.58670], [0.46909, 0.72026, 2.65051], [0.51288, -1.03881, 2.78478], [-0.12421, 1.88253, -2.59589], [-0.52667, 1.94067, -1.18187], [-0.24241, 2.81928, -3.13670], [-0.70629, 1.11314, -3.09321], [0.91595, 1.57140, -2.67298], [-0.33262, 2.86284, -0.80590], [-1.53520, 1.85435, -1.12416]], "forces_ev_per_a": [[0.0, 0.1, -0.1], [0.0, 0.3, 0.2], [0.0, -0.2, 0.1], [0.0, -0.1, 0.1], [0.0, 0.0, 0.0], [0.0, -0.2, -0.3], [-0.1, 0.1, 0.0], [0.0, 0.1, 0.0], [0.1, -0.1, 0.0], [0.2, -0.3, 0.2], [-0.2, 0.3, 0.0], [-0.1, 0.1, -0.1], [-0.1, 0.0, -0.1], [0.1, 0.1, 0.0], [0.1, -0.1, 0.0], [0.0, -0.1, 0.0]]}

---

5.
{"formula": "C3H10N2O2", "method": "the ωB97M-V functional and the def2-TZVPD basis", "multiplicity": 2, "homo_lumo_gap_ev": [2.96, 9.59], "de_lowest_ev": 0.6107, "homo_energy_ha": [0.0405, -0.2045], "lumo_energy_ev": [4.066, 4.020], "charge": -1, "elements": ["C", "C", "C", "N", "O", "N", "H", "H", "H", "H", "H", "H", "H", "H", "H", "H", "O"], "coordinates": [[-1.59124, -0.73327, -0.05841], [-0.55523, 0.37051, 0.07382], [0.69382, 0.19267, -0.78315], [0.65533, 0.94093, -1.94254], [1.56118, -0.62940, -0.58879], [-0.98847, -2.08825, -0.00665], [-2.31209, -0.52575, 0.74958], [-2.12946, -0.77664, -1.00754], [-0.91657, 1.36623, -0.20021], [-0.24826, 0.38634, 1.13468], [1.16255, 0.58651, -2.73716], [-0.10985, 1.56588, -2.13662], [-0.01984, -2.05471, 0.23505], [-1.58002, -2.75700, 0.46850], [2.31285, 0.74263, 1.93734], [1.72867, 1.71258, 2.81356], [2.33664, 1.70074, 2.04854]], "forces_ev_per_a": [[0.0, -0.9, -0.3], [1.2, 0.3, 0.0], [-1.6, -0.3, -0.9], [0.3, -0.1, 0.0], [0.6, -0.2, 0.4], [-0.8, 0.7, -0.3], [0.0, -0.3, -0.1], [-0.1, 0.9, 0.0], [-0.5, -0.1, 0.4], [0.0, 0.2, -0.2], [0.2, 0.1, 0.2], [-0.1, -0.1, 0.1], [0.4, -0.3, 0.5], [0.5, 0.1, 0.3], [0.3, -0.4, -0.7], [0.0, 0.7, -0.1], [-0.4, -0.3, 0.7]]}

---

6.
{"formula": "C3H10N2O2", "method": "the ωB97M-V functional and the def2-TZVPD basis", "homo_lumo_gap_ev": 10.03, "de_lowest_ev": 2.1671, "homo_energy_ha": -0.3509, "lumo_energy_ev": 0.481, "smiles": "CNC(=O)CN.O", "elements": ["N", "C", "C", "N", "C", "O", "H", "H", "H", "H", "H", "H", "H", "H", "H", "H", "O"], "coordinates": [[0.11082, 0.18679, 1.75885], [-0.10603, 1.09542, 0.51601], [1.08412, 1.00900, -0.47380], [1.56990, -0.23193, -0.58584], [2.72436, -0.48689, -1.44552], [1.46649, 2.03802, -1.08187], [-0.45115, 0.50979, 2.55537], [-0.27134, -0.72578, 1.51213], [-1.16474, 0.82754, 0.11765], [-0.23484, 2.14319, 0.66159], [1.42724, -0.80887, 0.27646], [2.40903, -1.25861, -2.39735], [3.03915, 0.54979, -1.70635], [3.55033, -0.97540, -0.73945], [-5.97198, -3.14010, 1.23363], [-5.24424, -1.79826, 1.27490], [-5.34989, -2.62709, 0.75939]], "forces_ev_per_a": [[-0.3, 1.2, -1.1], [-1.5, -1.8, 0.4], [-1.0, 2.3, -0.3], [0.4, -1.2, 0.7], [0.6, -1.9, 0.2], [-0.7, -2.5, 1.0], [0.4, 0.0, -0.6], [-0.1, 0.2, 0.1], [2.0, 0.1, -0.3], [0.3, 0.7, 1.1], [0.2, 0.7, -1.4], [1.2, 2.4, 2.7], [0.1, -1.1, -0.6], [-1.6, 0.8, -1.9], [-1.0, -0.8, 0.8], [-0.2, -0.9, -0.5], [1.2, 1.7, -0.3]]}

---

7.
{"formula": "C3H10N2O2", "method": "the ωB97M-V functional and the def2-TZVPD basis", "homo_lumo_gap_ev": 8.47, "de_lowest_ev": 7.3497, "homo_energy_ha": -0.2844, "lumo_energy_ev": 0.732, "elements": ["C", "C", "C", "N", "N", "O", "O", "H", "H", "H", "H", "H", "H", "H", "H", "H", "H"], "coordinates": [[1.52579, -0.21281, 1.42570], [-2.55941, 1.20979, -1.28331], [2.33298, -1.21273, 0.78339], [0.52841, -0.16294, -0.36379], [-1.54634, 0.17344, -1.42604], [-0.26922, 0.75574, -1.11510], [0.73133, -0.63445, 2.45186], [0.21078, 0.10682, 2.78803], [-0.15901, -0.86159, -0.05431], [-1.47625, -0.10307, -2.40422], [1.83845, 0.82583, 1.43789], [-2.36060, 2.09683, -1.89577], [-2.62008, 1.50710, -0.23660], [-3.51833, 0.77925, -1.57834], [2.18949, -2.21946, 1.16586], [1.78581, -1.13180, -0.32392], [3.36620, -0.91596, 0.62868]], "forces_ev_per_a": [[-1.3, 0.5, -0.8], [0.1, 0.0, 0.0], [-0.3, -0.5, -1.5], [0.1, 0.4, 0.2], [0.2, 0.0, 0.3], [-0.5, 0.0, 0.3], [0.1, 0.3, -0.3], [0.1, -0.1, -0.1], [0.0, -0.1, -0.1], [0.1, 0.1, 0.1], [0.0, -0.1, 0.2], [0.0, 0.0, 0.1], [0.0, 0.0, 0.0], [0.0, 0.0, 0.0], [0.2, 0.1, 0.2], [1.2, -0.5, 1.4], [0.0, -0.1, 0.1]]}

---

8.
{"formula": "C3H10N2O2", "method": "the ωB97M-V functional and the def2-TZVPD basis", "homo_lumo_gap_ev": 10.16, "de_lowest_ev": 2.3346, "homo_energy_ha": -0.3427, "lumo_energy_ev": 0.829, "smiles": "NCNCC=O.O", "elements": ["O", "C", "C", "N", "C", "N", "H", "H", "H", "H", "H", "H", "H", "H", "H", "H", "O"], "coordinates": [[-0.04521, 2.84323, 0.52756], [0.40792, 2.20301, -0.38359], [-0.42216, 1.18926, -1.12570], [-0.16182, -0.16766, -0.49428], [-1.38799, -0.85246, -0.15689], [-2.33106, -0.97436, -1.27510], [1.39097, 2.45584, -0.81699], [-0.23768, 1.10753, -2.19781], [-1.49696, 1.31396, -1.02885], [0.32006, -0.66807, -1.23099], [-1.14703, -1.78897, 0.36010], [-1.89260, -0.31604, 0.65071], [-3.26023, -1.07720, -0.89044], [-2.09640, -1.77819, -1.84340], [4.59682, -1.77237, 3.24948], [3.94627, -0.43415, 3.10899], [3.81711, -1.28336, 3.54720]], "forces_ev_per_a": [[0.3, -0.1, 0.3], [-1.0, 0.8, -0.8], [-0.3, -1.9, 0.6], [0.3, 0.8, -0.9], [-0.3, 0.0, 0.6], [0.4, 0.0, 0.5], [0.3, -0.3, 0.3], [0.3, 0.4, 0.0], [0.0, 0.8, 0.1], [0.1, -0.5, 0.4], [0.3, -0.2, -0.5], [0.0, 0.4, -0.2], [-0.1, -0.2, -0.3], [-0.2, -0.1, 0.0], [-0.2, -0.1, 0.2], [-0.3, 0.1, 0.1], [0.5, 0.0, -0.3]]}

---

9.
{"formula": "C3H10N2O2", "method": "the ωB97M-V functional and the def2-TZVPD basis", "homo_lumo_gap_ev": 10.91, "de_lowest_ev": 1.2152, "homo_energy_ha": -0.3790, "lumo_energy_ev": 0.595, "smiles": "NNC(=O)O.CC", "elements": ["C", "C", "H", "H", "H", "H", "H", "H", "N", "C", "N", "O", "O", "H", "H", "H", "H"], "coordinates": [[-1.74886, 0.33931, 0.69995], [-0.96751, -0.84981, 1.24234], [-1.42596, 1.26785, 1.16028], [-1.63205, 0.41614, -0.37529], [-1.23660, -1.04058, 2.27965], [-1.18705, -1.73995, 0.65962], [0.10508, -0.67619, 1.20305], [-2.80862, 0.21632, 0.90414], [0.93220, 0.71674, -1.15862], [0.58166, -0.56721, -1.51208], [1.89651, 0.92924, -0.15632], [1.42700, -1.49164, -1.06464], [-0.38110, -0.79247, -2.18876], [2.10656, -1.05076, -0.52121], [0.28178, 1.44854, -1.40875], [2.58871, 1.60602, -0.46805], [1.46826, 1.26843, 0.70471]], "forces_ev_per_a": [[0.0, -0.2, 0.0], [-0.2, 0.1, 0.0], [0.0, 0.2, 0.1], [0.0, 0.1, -0.1], [0.1, -0.1, 0.1], [0.1, -0.1, 0.0], [0.1, -0.1, 0.0], [-0.2, 0.1, 0.0], [0.3, 0.5, 0.2], [0.3, 0.5, 0.1], [-0.1, 0.2, -0.1], [0.2, -0.5, 0.1], [-0.3, -0.3, -0.2], [-0.1, 0.1, -0.1], [0.0, -0.2, 0.1], [-0.2, -0.2, 0.0], [0.0, -0.1, -0.2]]}

---

10.
{"formula": "C3H10N2O2", "method": "the ωB97M-V functional and the def2-TZVPD basis", "homo_lumo_gap_ev": 9.06, "de_lowest_ev": 5.6120, "homo_energy_ha": -0.3181, "lumo_energy_ev": 0.404, "elements": ["C", "C", "C", "O", "H", "H", "H", "H", "H", "H", "N", "N", "O", "H", "H", "H", "H"], "coordinates": [[1.14614, -0.21646, -1.15856], [1.16891, 1.18983, 0.93958], [0.43220, 0.10181, 0.15222], [0.27447, -1.03610, 0.91241], [0.66261, -1.06319, -1.65321], [1.17838, 0.64622, -1.82868], [1.31501, 2.07475, 0.31323], [0.58581, 1.48964, 1.81357], [2.16778, -0.54669, -0.95121], [2.13203, 0.81657, 1.29769], [-1.62798, 0.42858, -1.28273], [-1.41187, -1.43984, 0.92719], [-0.94752, 0.72187, -0.07430], [-1.76903, -0.58614, -1.20874], [-2.53644, 0.87183, -1.16227], [-1.10136, -2.39356, 1.12412], [-1.66913, -1.05911, 1.83967]], "forces_ev_per_a": [[-0.2, -0.3, 0.0], [-0.3, -0.1, 0.1], [-1.6, 2.2, -1.6], [-3.6, -1.3, 0.8], [-0.1, 0.2, -0.1], [-0.1, -0.1, 0.1], [0.1, -0.2, 0.0], [-0.1, -0.1, -0.1], [-0.1, 0.2, 0.2], [-0.1, 0.0, -0.1], [0.8, -1.0, -0.4], [3.9, -0.2, 0.0], [1.9, 0.5, 1.1], [-0.5, 0.3, -0.2], [0.2, -0.1, 0.2], [-0.5, -0.2, 0.1], [0.2, 0.2, -0.1]]}

---

11.
{"formula": "C3H10N2O2", "method": "the ωB97M-V functional and the def2-TZVPD basis", "homo_lumo_gap_ev": 9.23, "de_lowest_ev": 7.6080, "homo_energy_ha": -0.3034, "lumo_energy_ev": 0.973, "elements": ["C", "C", "N", "C", "O", "H", "H", "H", "H", "H", "H", "H", "N", "O", "H", "H", "H"], "coordinates": [[0.54304, 1.43777, -0.95215], [0.68294, 0.44212, 0.11371], [0.20812, -2.49562, -0.30807], [1.66479, -0.01156, 0.85525], [-0.40128, -1.29561, -0.79808], [0.74525, -2.83898, -1.10164], [-0.55955, -3.15448, -0.17938], [1.43152, 2.07661, -0.97096], [0.42697, 0.96797, -1.93037], [-0.32663, 2.07655, -0.76072], [2.65930, 0.40493, 0.73997], [1.52171, -0.84126, 1.53544], [-1.88211, 1.27876, 0.70898], [-0.96963, 0.21478, 0.96647], [-0.93456, -0.78485, 0.05623], [-2.06055, 1.68136, 1.62595], [-2.74934, 0.84151, 0.39936]], "forces_ev_per_a": [[-0.3, 0.2, -0.1], [-1.0, 1.0, 1.5], [-0.2, 0.2, 0.2], [-0.5, -0.2, 0.0], [-1.3, 0.1, 0.8], [-0.1, 0.1, 0.1], [0.1, 0.0, -0.1], [0.0, -0.2, 0.1], [0.0, -0.1, 0.1], [0.1, -0.1, 0.0], [0.0, -0.2, -0.3], [-0.1, 0.3, 0.2], [0.4, -0.3, 0.1], [1.5, 0.5, -0.8], [1.1, -1.2, -1.6], [0.0, 0.0, -0.1], [0.2, 0.0, 0.0]]}

---

12.
{"formula": "C3H10N2O2S", "method": "the ωB97M-V functional and the def2-TZVPD basis", "homo_lumo_gap_ev": 9.63, "de_lowest_ev": 2.2345, "homo_energy_ha": -0.3396, "lumo_energy_ev": 0.392, "smiles": "NC(=O)[C@@H](N)CS.O", "elements": ["N", "C", "C", "S", "C", "N", "O", "H", "H", "H", "H", "H", "H", "H", "H", "H", "H", "O"], "coordinates": [[1.96829, 0.00981, -0.61816], [0.88846, 0.02889, 0.43062], [-0.15993, 1.21925, 0.32167], [0.71674, 2.88247, 0.17335], [0.18206, -1.26136, 0.14438], [0.84032, -2.49909, 0.47338], [-1.04160, -1.26521, 0.11468], [1.56896, 0.16210, -1.56360], [2.74693, 0.62786, -0.25159], [1.41806, 0.07992, 1.39382], [-0.95258, 1.16501, 1.02342], [-0.66489, 1.24449, -0.66680], [-0.34103, 3.69229, 0.27904], [1.72104, -2.59679, -0.13952], [0.40655, -3.34285, 0.51405], [-2.98175, -0.21878, 0.10037], [-2.81900, -0.04238, -1.15644], [-3.49664, 0.11436, -0.57268]], "forces_ev_per_a": [[0.4, 1.0, 1.5], [0.8, 1.3, -2.3], [1.2, 0.4, -2.3], [0.2, -0.8, 0.7], [-2.4, -2.8, 3.9], [4.6, 4.6, -2.9], [0.4, 0.0, -0.9], [0.9, 0.5, 1.0], [-1.3, -0.7, -1.7], [-0.5, -0.5, -0.2], [-0.3, 0.2, 1.1], [0.3, -0.8, 0.6], [-0.2, -0.2, 0.1], [-1.5, 0.3, 1.7], [-2.5, -2.4, -0.2], [1.1, -1.2, 3.7], [2.0, -0.2, -3.6], [-3.1, 1.4, -0.1]]}

---

What is the formula in the tenth record?
C3H10N2O2